*P*
# C32H30BClF4O2S

2 unconnected molecules or ions with the total composition C32H30BClF4O2S (ωB97M-V/def2-TZVPD, the Open Molecules 2025 dataset).

2S+1: 1
molecular weight: 600.91 g mol⁻¹
structure (SMILES): CC1(C)OB([C@H](/C=C/c2cc(F)cc(F)c2)c2cc(F)cc(F)c2)OC1(C)C.Cc1ccc(-c2ccc(Cl)cc2)s1
highest occupied orbital energy: -0.2876 hartree
orbital gap: 7.8 eV

Last column: Löwdin charge in e.
CARTESIAN COORDINATES (ANGSTROEM)
C  1.538  -4.623  2.522  -0.013
C  0.692  -3.931  1.470  -0.433
C  -0.717  -4.508  1.521  -0.010
O  0.583  -2.547  1.899  0.156
B  0.952  -1.815  0.814  -0.553
C  -0.035  -0.340  0.592  -0.103
C  0.372  0.248  -0.696  -0.077
C  0.636  1.571  -0.849  -0.059
C  1.423  2.172  -1.895  -0.196
C  1.600  3.581  -1.907  0.037
C  2.430  4.146  -2.859  -0.241
F  2.567  5.515  -2.888  0.037
C  3.127  3.393  -3.805  0.059
C  2.923  2.011  -3.772  -0.240
F  3.602  1.240  -4.688  0.034
C  2.086  1.382  -2.861  0.044
C  0.598  0.368  1.774  -0.212
C  1.995  0.517  1.747  0.027
C  2.626  1.284  2.723  -0.220
F  3.979  1.499  2.611  0.043
C  1.942  1.815  3.817  0.059
C  0.573  1.572  3.855  -0.229
F  -0.130  2.018  4.955  0.032
C  -0.124  0.880  2.858  0.046
O  1.519  -2.431  -0.245  0.155
C  1.333  -3.857  0.008  -0.428
C  2.708  -4.471  -0.161  -0.016
C  0.446  -4.389  -1.106  -0.011
H  1.595  -5.698  2.317  0.097
H  2.550  -4.207  2.566  0.093
H  1.075  -4.491  3.508  0.099
H  -0.703  -5.572  1.252  0.098
H  -1.115  -4.417  2.540  0.099
H  -1.407  -3.974  0.856  0.087
H  -1.087  -0.614  0.733  0.103
H  0.374  -0.414  -1.565  0.121
H  0.269  2.270  -0.088  0.129
H  1.090  4.195  -1.165  0.126
H  3.789  3.857  -4.525  0.128
H  1.967  0.297  -2.855  0.123
H  2.580  0.099  0.926  0.143
H  2.459  2.376  4.591  0.131
H  -1.203  0.723  2.914  0.097
H  2.671  -5.562  -0.073  0.098
H  3.074  -4.226  -1.165  0.099
H  3.427  -4.073  0.563  0.093
H  0.328  -5.476  -1.005  0.100
H  -0.544  -3.919  -1.118  0.089
H  0.921  -4.183  -2.072  0.099
C  -4.551  -1.734  1.076  -0.108
C  -3.739  -0.733  0.350  -0.592
C  -3.299  -0.825  -0.964  -0.120
C  -2.680  0.367  -1.426  -0.121
C  -2.663  1.389  -0.483  -0.463
C  -2.387  2.787  -0.753  -0.249
C  -2.057  3.209  -2.064  -0.023
C  -1.836  4.552  -2.337  -0.102
C  -1.903  5.485  -1.295  -0.692
Cl  -1.533  7.131  -1.611  0.683
C  -2.233  5.087  0.008  -0.095
C  -2.459  3.743  0.279  -0.044
S  -3.385  0.825  1.015  1.092
H  -4.615  -2.650  0.482  0.082
H  -4.121  -1.975  2.055  0.079
H  -5.566  -1.343  1.232  0.082
H  -3.475  -1.705  -1.578  0.112
H  -2.258  0.473  -2.421  0.111
H  -1.977  2.479  -2.872  0.114
H  -1.612  4.884  -3.350  0.112
H  -2.313  5.836  0.793  0.108
H  -2.694  3.425  1.294  0.096

*Q*
# C32H30BClF4O2S

2 unconnected molecules or ions with the total composition C32H30BClF4O2S (ωB97M-V/def2-TZVPD, the Open Molecules 2025 dataset).

2S+1: 1
molecular weight: 600.91 g mol⁻¹
structure (SMILES): CC1(C)OB([C@H](/C=C/c2cc(F)cc(F)c2)c2cc(F)cc(F)c2)OC1(C)C.Cc1ccc(-c2ccc(Cl)cc2)s1
highest occupied orbital energy: -0.2942 hartree
orbital gap: 8.0 eV

Last column: Löwdin charge in e.
CARTESIAN COORDINATES (ANGSTROEM)
C  1.420  0.960  -4.709  -0.015
C  1.889  0.630  -3.292  -0.460
C  3.118  1.480  -3.001  -0.006
O  0.835  1.026  -2.394  0.133
B  0.273  -0.162  -1.950  -0.624
C  -0.505  0.118  -0.523  -0.094
C  -0.645  -1.039  0.397  -0.060
C  -1.661  -1.127  1.294  -0.045
C  -2.195  -2.349  1.852  -0.199
C  -3.205  -2.287  2.846  0.035
C  -3.780  -3.453  3.329  -0.238
F  -4.807  -3.378  4.245  0.038
C  -3.376  -4.719  2.912  0.062
C  -2.383  -4.754  1.932  -0.236
F  -2.002  -5.985  1.444  0.034
C  -1.779  -3.624  1.394  0.044
C  -1.762  0.329  -1.411  -0.183
C  -2.398  -0.811  -1.956  0.049
C  -3.467  -0.651  -2.840  -0.221
F  -4.079  -1.757  -3.379  0.044
C  -3.919  0.597  -3.258  0.063
C  -3.296  1.696  -2.670  -0.227
F  -3.730  2.939  -3.065  0.037
C  -2.222  1.604  -1.780  0.054
O  0.674  -1.295  -2.608  0.160
C  2.009  -0.934  -3.070  -0.441
C  2.403  -1.701  -4.312  -0.013
C  2.973  -1.330  -1.934  -0.001
H  2.187  0.703  -5.453  0.090
H  0.490  0.425  -4.950  0.104
H  1.247  2.041  -4.777  0.096
H  3.942  1.182  -3.672  0.098
H  2.885  2.538  -3.198  0.096
H  3.453  1.404  -1.958  0.085
H  -0.203  1.038  -0.008  0.142
H  0.141  -1.797  0.372  0.120
H  -2.208  -0.218  1.577  0.132
H  -3.531  -1.316  3.216  0.116
H  -3.824  -5.623  3.308  0.130
H  -1.021  -3.699  0.614  0.122
H  -2.016  -1.804  -1.708  0.140
H  -4.715  0.704  -3.987  0.131
H  -1.703  2.478  -1.388  0.137
H  3.370  -1.322  -4.675  0.102
H  2.533  -2.760  -4.080  0.092
H  1.668  -1.637  -5.119  0.092
H  3.994  -1.018  -2.183  0.092
H  2.682  -0.890  -0.967  0.096
H  2.981  -2.426  -1.830  0.098
C  4.197  4.171  1.213  -0.112
C  3.228  3.118  1.608  -0.596
C  3.507  1.769  1.805  -0.129
C  2.423  1.048  2.388  -0.114
C  1.282  1.821  2.580  -0.466
C  0.126  1.473  3.386  -0.246
C  0.091  0.260  4.118  -0.023
C  -1.010  -0.078  4.896  -0.105
C  -2.091  0.809  4.965  -0.697
Cl  -3.384  0.473  6.050  0.680
C  -2.078  2.025  4.270  -0.099
C  -0.948  2.374  3.542  -0.049
S  1.594  3.477  2.041  1.077
H  5.192  3.727  1.093  0.082
H  3.913  4.671  0.275  0.081
H  4.253  4.924  2.011  0.080
H  4.467  1.319  1.548  0.110
H  2.451  0.002  2.667  0.103
H  0.949  -0.408  4.084  0.109
H  -1.047  -1.023  5.446  0.113
H  -2.954  2.666  4.321  0.107
H  -0.896  3.354  3.070  0.091

Going by the computed energies, the most stable comes first: *Q*, *P*.

*P*
# C2H3NOS

C2H3NOS in the gas phase (ωB97M-V/def2-TZVPD, the Open Molecules 2025 dataset).

2S+1: 1
molecular weight: 89.12 g mol⁻¹
structure (SMILES): NC(=S)C=O
highest occupied orbital energy: -0.3333 hartree
orbital gap: 8.2 eV

Last column: Löwdin charge in e.
CARTESIAN COORDINATES (ANGSTROEM)
N  -0.191  1.215  -0.042  0.108
C  -0.459  -0.044  -0.149  -0.826
S  -2.014  -0.702  0.037  0.621
C  0.728  -1.035  -0.113  -0.248
O  1.879  -0.703  0.117  0.061
H  -0.947  1.690  0.382  0.091
H  0.708  1.615  -0.104  0.110
H  0.297  -2.035  -0.129  0.084

*Q*
# C2H3NOS

2 unconnected molecules or ions with the total composition C2H3NOS (ωB97M-V/def2-TZVPD, the Open Molecules 2025 dataset).

2S+1: 1
molecular weight: 89.12 g mol⁻¹
structure (SMILES): N=C=O.C=S
highest occupied orbital energy: -0.3334 hartree
orbital gap: 8.5 eV

Last column: Löwdin charge in e.
CARTESIAN COORDINATES (ANGSTROEM)
N  -0.654  -1.362  1.131  0.192
C  -0.206  -0.598  1.936  -0.423
O  0.030  0.330  2.594  0.149
H  -0.248  -2.102  0.636  0.049
C  0.161  1.011  -1.542  -0.568
S  0.953  -0.374  -1.801  0.585
H  -0.230  1.614  -2.405  0.017
H  0.194  1.480  -0.549  -0.001

Going by the computed energies, the most stable comes first: *P*, *Q*.

*P*
# C2H3NOS

C2H3NOS in the gas phase (ωB97M-V/def2-TZVPD, the Open Molecules 2025 dataset).

2S+1: 1
molecular weight: 89.12 g mol⁻¹
structure (SMILES): CN1SC1=O
highest occupied orbital energy: -0.3274 hartree
orbital gap: 8.8 eV

Last column: Löwdin charge in e.
CARTESIAN COORDINATES (ANGSTROEM)
C  0.121  -0.034  0.174  -0.191
N  0.969  1.135  0.362  -0.371
S  0.485  2.896  0.267  0.941
C  1.463  2.280  -0.895  -0.707
O  1.992  2.151  -1.952  0.081
H  -0.590  0.059  1.079  0.103
H  -0.328  -0.065  -0.823  0.065
H  0.720  -0.958  0.121  0.080

*Q*
# C2H3NOS

A molecular structure, C2H3NOS (ωB97M-V/def2-TZVPD, the Open Molecules 2025 dataset).

2S+1: 1
molecular weight: 89.12 g mol⁻¹
highest occupied orbital energy: -0.3612 hartree
orbital gap: 9.6 eV

Last column: Löwdin charge in e.
CARTESIAN COORDINATES (ANGSTROEM)
C  -0.590  -1.165  -0.578  -0.145
C  0.720  1.105  0.674  -0.727
H  -1.423  -2.032  -0.846  0.131
H  -0.239  -1.317  0.363  0.023
H  0.954  2.143  0.790  0.056
N  -0.545  -0.231  -1.437  -0.257
O  0.541  0.557  1.873  -0.114
S  0.581  0.940  -0.841  1.032

Going by the computed energies, the most stable comes first: *P*, *Q*.

*P*
# C2H3NOS

C2H3NOS in the gas phase (ωB97M-V/def2-TZVPD, the Open Molecules 2025 dataset).

2S+1: 1
molecular weight: 89.12 g mol⁻¹
highest occupied orbital energy (spin up / spin down): -0.2937 / -0.2937 hartree
orbital gap (spin up / spin down): 6.5 / 6.5 eV

Last column: Löwdin charge in e.
CARTESIAN COORDINATES (ANGSTROEM)
C  1.395  0.856  -0.063  -0.708
C  -1.497  -0.722  -0.008  0.102
N  0.076  0.732  0.143  -0.077
O  -0.338  -0.519  0.319  -0.060
S  2.506  -0.388  0.006  0.516
H  1.814  1.792  -0.205  0.013
H  -2.165  -0.008  -0.354  0.097
H  -1.791  -1.744  0.162  0.117

*Q*
# C2H3NOS

C2H3NOS in the gas phase (ωB97M-V/def2-TZVPD, the Open Molecules 2025 dataset).

2S+1: 1
molecular weight: 89.12 g mol⁻¹
highest occupied orbital energy (spin up / spin down): -0.3328 / -0.3329 hartree
orbital gap (spin up / spin down): 7.8 / 7.8 eV

Last column: Löwdin charge in e.
CARTESIAN COORDINATES (ANGSTROEM)
C  1.475  -0.380  0.067  0.031
C  0.406  0.440  -0.018  -0.370
N  -0.793  -0.218  0.094  -0.280
O  -3.196  -0.551  -0.030  -0.523
S  -2.242  0.514  0.050  0.928
H  2.519  0.048  -0.104  0.092
H  1.178  -1.338  0.213  0.020
H  0.652  1.486  -0.271  0.103

*R*
# C2H3NOS

C2H3NOS in the gas phase (ωB97M-V/def2-TZVPD, the Open Molecules 2025 dataset).

2S+1: 1
molecular weight: 89.12 g mol⁻¹
structure (SMILES): C=NSC=O
highest occupied orbital energy: -0.3465 hartree
orbital gap: 9.6 eV

Last column: Löwdin charge in e.
CARTESIAN COORDINATES (ANGSTROEM)
C  1.593  0.869  0.248  -0.102
N  1.247  -0.172  -0.419  -0.380
S  -0.096  -1.052  0.039  0.936
C  -1.348  0.112  0.155  -0.623
O  -1.248  1.266  -0.247  -0.053
H  2.606  1.245  0.164  0.073
H  0.918  1.155  1.104  0.086
H  -2.206  -0.373  0.591  0.062

*S*
# C2H3NOS

C2H3NOS in the gas phase (ωB97M-V/def2-TZVPD, the Open Molecules 2025 dataset).

2S+1: 1
molecular weight: 89.12 g mol⁻¹
structure (SMILES): C=NSC=O
highest occupied orbital energy: -0.3271 hartree
orbital gap: 9.1 eV

Last column: Löwdin charge in e.
CARTESIAN COORDINATES (ANGSTROEM)
C  1.783  -0.016  0.044  -0.164
N  0.501  0.039  -0.256  -0.560
S  -0.593  -1.122  -0.064  0.836
C  -2.011  0.253  0.120  -0.365
O  -3.110  -0.200  -0.103  -0.029
H  2.312  -1.032  0.426  0.087
H  2.648  0.851  -0.250  0.119
H  -1.530  1.227  0.084  0.076

Going by the computed energies, the most stable comes first: *R*, *Q*, *S*, *P*.

*P*
# C5H8N4

A molecular structure, C5H8N4 (ωB97M-V/def2-TZVPD, the Open Molecules 2025 dataset).

2S+1: 1
molecular weight: 124.15 g mol⁻¹
highest occupied orbital energy: -0.3009 hartree
orbital gap: 8.2 eV

Last column: Löwdin charge in e.
CARTESIAN COORDINATES (ANGSTROEM)
C  -2.349  0.538  -0.029  -0.244
C  0.679  1.322  -0.596  -0.247
C  0.839  -0.326  1.131  -0.430
C  1.083  -0.723  2.517  0.078
C  0.695  -1.472  0.146  -0.203
H  -2.385  1.836  0.537  0.156
H  -1.971  -0.409  1.147  0.163
H  -3.378  -0.121  -0.487  0.121
H  -1.544  -0.644  -1.279  0.136
H  0.191  1.500  -2.595  0.254
H  1.422  2.035  -1.191  0.142
H  1.520  0.031  3.133  0.035
H  0.735  -1.721  2.819  0.054
N  -1.688  0.505  -1.405  -0.146
N  -0.314  1.168  -1.498  -0.057
N  1.099  0.826  0.562  0.055
N  0.865  -2.290  -0.674  0.132

*Q*
# C5H8N4

C5H8N4 in the gas phase (ωB97M-V/def2-TZVPD, the Open Molecules 2025 dataset).

2S+1: 1
molecular weight: 124.15 g mol⁻¹
structure (SMILES): C=C(C)n1nnnc1C
highest occupied orbital energy: -0.3684 hartree
orbital gap: 10.8 eV

Last column: Löwdin charge in e.
CARTESIAN COORDINATES (ANGSTROEM)
C  -1.463  -0.083  -1.251  0.082
C  -0.726  -0.665  -0.344  -0.381
C  -1.151  -1.732  0.658  -0.013
N  0.592  -0.417  -0.178  -0.053
N  1.627  -1.315  -0.432  0.072
N  2.709  -0.671  -0.307  -0.051
N  2.498  0.613  -0.063  0.041
C  1.213  0.820  0.012  -0.316
C  0.619  2.110  0.516  -0.003
H  -0.948  0.519  -1.955  0.059
H  -2.462  -0.440  -1.670  0.106
H  -0.819  -2.642  0.421  0.026
H  -0.709  -1.484  1.558  0.051
H  -2.339  -1.804  0.738  0.137
H  0.305  1.780  1.561  0.111
H  1.331  2.898  0.642  0.069
H  -0.277  2.514  0.094  0.061

Going by the computed energies, the most stable comes first: *Q*, *P*.

*P*
# CH8N2O

3 unconnected molecules or ions with the total composition CH8N2O (ωB97M-V/def2-TZVPD, the Open Molecules 2025 dataset).

2S+1: 1
molecular weight: 64.09 g mol⁻¹
highest occupied orbital energy: -0.3630 hartree
orbital gap: 6.8 eV

Last column: Löwdin charge in e.
CARTESIAN COORDINATES (ANGSTROEM)
N  -2.218  0.138  0.356  0.021
H  -1.848  1.030  -0.009  -0.007
H  -1.429  -0.453  0.243  -0.069
H  -1.482  1.426  -3.203  0.026
H  -2.927  -0.194  -0.272  0.001
N  1.410  0.936  0.547  0.147
C  1.296  -0.277  -0.109  -0.551
O  0.369  -1.193  0.102  -0.103
H  0.491  1.354  0.873  0.072
H  -1.097  1.386  -2.565  -0.002
H  0.864  -0.049  -1.272  0.286
H  2.354  -0.807  -0.275  0.178

*Q*
# CH8N2O

3 unconnected molecules or ions with the total composition CH8N2O (ωB97M-V/def2-TZVPD, the Open Molecules 2025 dataset).

2S+1: 1
molecular weight: 64.09 g mol⁻¹
highest occupied orbital energy: -0.3660 hartree
orbital gap: 6.7 eV

Last column: Löwdin charge in e.
CARTESIAN COORDINATES (ANGSTROEM)
N  -2.153  0.318  -0.807  -0.004
H  -1.355  0.948  -0.792  -0.042
H  -2.389  0.512  0.201  0.027
H  -0.906  -3.296  1.747  -0.002
H  -1.723  -0.614  -0.679  -0.005
N  1.712  -0.090  -0.717  0.173
C  1.675  1.278  -0.312  -0.552
O  0.725  1.999  -0.766  -0.085
H  0.807  -0.595  -0.682  0.038
H  -0.404  -3.525  2.223  0.004
H  1.326  1.252  0.953  0.295
H  2.685  1.812  -0.368  0.153

*R*
# CH8N2O

3 unconnected molecules or ions with the total composition CH8N2O (ωB97M-V/def2-TZVPD, the Open Molecules 2025 dataset).

2S+1: 1
molecular weight: 64.09 g mol⁻¹
highest occupied orbital energy: -0.3750 hartree
orbital gap: 8.3 eV

Last column: Löwdin charge in e.
CARTESIAN COORDINATES (ANGSTROEM)
N  1.996  0.552  0.226  0.009
H  1.178  1.132  0.086  -0.030
H  2.798  1.139  0.010  0.007
H  -0.483  -2.113  1.136  0.049
H  2.038  0.422  1.228  0.007
N  -1.446  0.645  -1.495  0.204
C  -1.540  0.072  -0.277  -0.625
O  -0.882  0.420  0.757  -0.094
H  -0.521  1.028  -1.635  0.059
H  0.174  -2.104  0.790  0.046
H  -0.826  -0.729  -0.741  0.226
H  -2.487  -0.462  -0.085  0.142

Going by the computed energies, the most stable comes first: *R*, *P*, *Q*.